(1)
The following is a quantum chemistry calculation of C7H12BrN2O2 as an isolated structure in a non-equilibrium geometry, from OMol25.

Values from the calculation:
HOMO-LUMO gap in eV: 8.77
E_HOMO in Ha: -0.5157
Lowest unoccupied orbital energy in eV: -5.26

```
! RIJCOSX wB97M-V def2-TZVPD def2/J DEFGRID3
* xyz 1 1
C -1.30 -1.51 0.05
C -0.16 -1.90 0.98
C -1.40 -0.02 -0.09
C 0.74 -0.86 1.74
C -0.21 0.55 -0.71
C 1.26 -0.07 0.52
C 0.05 0.47 -2.17
N 0.33 1.76 -0.15
N 1.37 1.38 0.52
O 2.07 2.18 1.13
O -0.07 2.98 -0.62
Br 2.65 -0.82 -0.46
H -1.32 -1.88 -1.05
H -2.26 -1.82 0.46
H -0.50 -2.49 1.79
H 0.43 -2.45 0.33
H -2.36 0.29 -0.46
H -1.50 0.47 0.92
H 0.08 -0.28 2.37
H 1.51 -1.19 2.37
H -0.36 1.46 -2.43
H -0.53 -0.32 -2.62
H 1.15 0.30 -2.18
H 0.35 3.79 -0.24
*
```

---

(2)
The following is a quantum chemistry calculation of an isolated ion of composition C7H12Cl2N2P and charge +1 in a non-equilibrium geometry, from OMol25.

Values from the calculation:
HOMO-LUMO gap in eV: 9.28
E_HOMO in Ha: -0.4766
Lowest unoccupied orbital energy in eV: -3.69

```
! RIJCOSX wB97M-V def2-TZVPD def2/J DEFGRID3
* xyz 1 1
C 1.82 1.80 0.20
C 0.78 0.75 0.18
C 0.94 -0.58 -0.23
C 2.15 -1.34 -0.58
N -0.27 -1.19 -0.13
C -0.59 -2.53 -0.34
C -1.18 -0.28 0.18
P -2.96 -0.79 0.24
Cl -3.54 -0.04 -1.52
Cl -3.84 0.55 1.53
N -0.53 0.94 0.41
C -1.07 2.26 0.70
H 2.03 1.98 1.25
H 2.70 1.36 -0.16
H 1.37 2.78 -0.35
H 2.21 -2.30 -0.17
H 2.32 -1.48 -1.62
H 3.10 -0.88 -0.22
H -0.45 -2.82 -1.44
H 0.14 -3.13 0.12
H -1.65 -2.77 -0.10
H -2.00 2.14 1.28
H -0.21 2.83 1.09
H -1.27 2.75 -0.30
*
```

---

(3)
The following is a quantum chemistry calculation of an isolated ion of composition C7H12ClN5O and charge +2 in a non-equilibrium geometry, from OMol25.

Values from the calculation:
HOMO-LUMO gap in eV: 8.82
E_HOMO in Ha: -0.6304
Lowest unoccupied orbital energy in eV: -8.34

```
! RIJCOSX wB97M-V def2-TZVPD def2/J DEFGRID3
* xyz 2 1
C -0.62 2.84 -0.13
C -0.49 1.35 -0.10
C 0.58 0.63 0.12
C 1.97 1.07 0.24
O 2.80 0.38 0.86
Cl 2.49 2.47 -0.51
C 0.33 -0.79 0.28
N 1.34 -1.68 -0.54
N 2.41 -2.03 -0.02
N 3.37 -2.80 -0.48
C -1.30 -0.75 0.11
N -2.01 -1.82 0.04
N -1.65 0.48 0.03
C -2.95 0.96 -0.05
H -0.01 3.34 -0.83
H -0.45 3.34 0.86
H -1.76 2.95 -0.24
H 0.51 -1.07 1.26
H 2.66 -1.62 0.89
H 4.34 -2.62 -0.19
H 3.27 -3.29 -1.42
H -3.02 -1.71 0.22
H -1.67 -2.74 -0.02
H -3.57 -0.04 -0.47
H -3.38 1.42 0.87
H -3.17 1.75 -0.79
*
```

---

(4)
The following is a quantum chemistry calculation of C7H12FN2S as an isolated structure in a non-equilibrium geometry, from OMol25.

Values from the calculation:
HOMO-LUMO gap (spin up / spin down) in eV: 7.36 / 7.78
E_HOMO (spin up / spin down) in Ha: -0.4289 / -0.4481
Lowest unoccupied orbital energy (spin up / spin down) in eV: -4.31 / -4.42

```
! RIJCOSX wB97M-V def2-TZVPD def2/J DEFGRID3
* xyz 1 1
C -1.08 1.91 -1.78
C -2.24 2.29 -2.47
C -1.40 1.53 -0.46
C 2.04 -0.78 -0.51
C 0.39 -2.06 1.00
C -0.46 1.07 0.50
C 0.66 -1.16 -0.14
N -3.37 2.15 -1.81
N 0.84 -1.33 2.26
F -0.93 0.84 1.82
S -3.13 1.67 -0.30
H -0.17 2.04 -2.30
H -2.25 2.39 -3.55
H 2.75 -1.65 -0.46
H 2.18 -0.30 -1.44
H 2.51 -0.13 0.36
H -0.70 -2.21 1.05
H 1.02 -2.98 0.99
H 0.48 1.46 0.62
H 0.10 -1.43 -1.07
H 0.15 -0.50 2.36
H 1.77 -0.98 2.15
H 0.84 -1.81 3.19
*
```

---

(5)
The following is a quantum chemistry calculation of one molecule with the formula C7H12FNO in a non-equilibrium geometry, from OMol25.

Values from the calculation:
HOMO-LUMO gap (spin up / spin down) in eV: 8.93 / 7.19
E_HOMO (spin up / spin down) in Ha: -0.3037 / -0.2508
Lowest unoccupied orbital energy (spin up / spin down) in eV: 0.67 / 0.36

```
! RIJCOSX wB97M-V def2-TZVPD def2/J DEFGRID3
* xyz 0 1
C 1.41 -0.44 1.18
C 0.19 1.22 0.05
C -0.79 0.46 -0.78
C 1.61 0.48 0.12
C -1.47 -0.74 -0.03
C 2.76 1.39 0.40
C -2.72 -1.36 -0.81
N -0.42 -1.75 -0.03
O 1.68 -0.91 2.23
F -0.70 -2.85 0.81
H 0.17 2.16 -0.48
H -0.20 1.47 1.07
H -1.57 1.08 -1.13
H -0.41 -0.18 -1.60
H 1.76 -0.08 -0.75
H -1.63 -0.45 0.99
H 2.74 2.11 -0.32
H 3.70 0.80 0.53
H 2.57 1.95 1.41
H -2.68 -2.25 -0.31
H -2.52 -1.49 -1.87
H -3.48 -0.63 -0.67
*
```

---

(6)
The following is a quantum chemistry calculation of C7H12MnO3 as an isolated structure in a non-equilibrium geometry, from OMol25.

Values from the calculation:
HOMO-LUMO gap (spin up / spin down) in eV: 3.02 / 8.40
E_HOMO (spin up / spin down) in Ha: -0.3272 / -0.5251
Lowest unoccupied orbital energy (spin up / spin down) in eV: -5.89 / -5.88

```
! RIJCOSX wB97M-V def2-TZVPD def2/J DEFGRID3
* xyz 1 7
C 1.31 -2.42 2.10
C 2.34 -2.31 1.25
H 0.32 -2.72 1.76
H 1.48 -2.44 3.18
H 2.22 -2.51 0.18
H 3.37 -2.22 1.61
H 1.64 -0.51 1.50
O -4.15 1.42 -2.54
C -2.99 0.94 -2.43
O -2.49 0.21 -3.32
O -2.32 1.24 -1.32
C -1.00 0.71 -1.18
C -0.45 1.23 0.13
C 0.98 1.04 0.34
C 1.59 0.77 1.57
Mn -4.21 0.46 -4.32
H -0.38 1.03 -2.03
H -1.04 -0.39 -1.17
H -1.04 0.94 1.01
H -0.47 2.35 0.11
H 1.63 1.11 -0.55
H 2.64 1.07 1.65
H 1.01 0.98 2.47
*
```

---

(7)
The following is a quantum chemistry calculation of an isolated ion of composition C7H12N and charge +1 in a non-equilibrium geometry, from OMol25.

Values from the calculation:
HOMO-LUMO gap in eV: 9.48
E_HOMO in Ha: -0.5325
Lowest unoccupied orbital energy in eV: -5.01

```
! RIJCOSX wB97M-V def2-TZVPD def2/J DEFGRID3
* xyz 1 1
C 4.36 -1.08 -0.66
C 3.17 -1.56 -0.78
C 1.95 -2.04 -0.87
C 0.58 -1.31 -0.03
N -0.75 -1.13 0.19
C -1.36 -0.27 1.10
C -2.28 0.81 0.44
C -1.61 1.86 -0.47
H 4.84 -0.31 -1.29
H 4.91 -1.17 0.38
H 1.68 -3.00 -1.25
H 1.22 -0.44 0.54
H -1.33 -1.90 -0.14
H -0.55 0.22 1.76
H -2.11 -0.88 1.76
H -3.09 0.33 -0.07
H -2.72 1.40 1.36
H -1.22 1.34 -1.48
H -2.15 2.67 -0.83
H -0.73 2.31 -0.03
*
```

---

(8)
The following is a quantum chemistry calculation of a 2-piece molecular cluster, C7H12N overall in a non-equilibrium geometry, from OMol25.

Values from the calculation:
HOMO-LUMO gap in eV: 10.45
E_HOMO in Ha: -0.5023
Lowest unoccupied orbital energy in eV: -3.22

```
! RIJCOSX wB97M-V def2-TZVPD def2/J DEFGRID3
* xyz 1 1
C 1.06 2.05 -0.39
C -0.07 1.84 1.92
C 0.42 1.92 0.70
C 0.88 -1.51 0.00
C -0.20 -0.97 0.11
C 2.08 -2.39 -0.02
C -2.13 -0.24 -1.24
N -1.34 -0.25 0.07
H 1.34 2.95 -0.92
H 1.23 1.33 -1.20
H -1.09 1.98 2.24
H 0.73 1.70 2.67
H 2.51 -2.26 -1.10
H 1.72 -3.39 0.15
H 2.92 -2.14 0.77
H -1.73 -0.96 -1.97
H -3.16 -0.52 -1.13
H -1.94 0.70 -1.74
H -1.93 -0.64 0.78
H -1.30 0.80 0.30
*
```

---

(9)
The following is a quantum chemistry calculation of C7H12N2 as an isolated structure in a non-equilibrium geometry, from OMol25.

Values from the calculation:
HOMO-LUMO gap in eV: 8.89
E_HOMO in Ha: -0.2889
Lowest unoccupied orbital energy in eV: 1.03

```
! RIJCOSX wB97M-V def2-TZVPD def2/J DEFGRID3
* xyz 0 1
C -1.09 0.25 -0.12
C -2.11 -0.51 -0.97
C -1.75 1.01 1.03
C 3.02 -0.37 0.01
N -0.18 1.13 -0.91
C 2.14 0.53 -0.57
N 0.90 0.15 -0.86
C 0.05 -0.64 0.32
C 0.65 -1.36 1.20
H -0.48 1.20 -1.88
H 2.31 1.61 -0.53
H -1.61 -1.04 -1.78
H -2.65 -1.23 -0.36
H -2.83 0.19 -1.40
H -0.99 1.56 1.59
H -2.48 1.71 0.63
H -2.25 0.31 1.70
H 3.09 -1.39 -0.36
H 3.99 -0.01 0.30
H 1.96 -1.12 0.95
H 0.29 -1.98 1.99
*
```

---

(10)
The following is a quantum chemistry calculation of a 2-piece molecular cluster, C7H12N2 overall in a non-equilibrium geometry, from OMol25.

Values from the calculation:
HOMO-LUMO gap in eV: 9.37
E_HOMO in Ha: -0.3275
Lowest unoccupied orbital energy in eV: 0.46

```
! RIJCOSX wB97M-V def2-TZVPD def2/J DEFGRID3
* xyz 0 1
C -2.29 0.48 -0.28
C 0.71 1.83 -0.41
C 0.05 1.28 0.92
C 1.32 0.48 -1.04
C -0.22 -0.14 0.64
C -0.85 -1.00 1.73
C 0.53 -1.85 -1.13
N -3.38 0.67 -0.62
N 0.52 -0.60 -0.42
H -0.01 1.97 -1.18
H 1.51 2.49 -0.20
H 0.84 1.57 1.63
H -0.86 1.86 0.99
H 1.31 0.65 -2.10
H 2.34 0.22 -0.80
H -1.92 -1.24 1.49
H -1.13 -0.43 2.67
H -0.21 -1.81 1.95
H 0.43 -2.60 -0.39
H -0.21 -1.88 -1.94
H 1.52 -1.95 -1.53
*
```

---

Here are the calculated energy numbers, same order: -84557.45144 -44761.99378 -29453.71970 -23976.14091 -13702.69747 -44905.81703 -8932.17089 -8931.65533 -10429.13799 -10430.47460 (eV).